DFT (ωB97M-V/def2-TZVPD) results for 13 unconnected molecules or ions with the total composition C28H56Cl25N2O3P.

Each line ends with the Mulliken charge.
Cartesian coordinates (Å):
C (-5.968247, 5.906726, -0.543102)  -1.015
C (-4.918418, 4.981800, -1.170696)  0.733
N (-4.947169, 4.696346, -2.385816)  -0.581
C (-3.847871, 4.491389, -0.241169)  -0.946
N (-3.161054, 3.248630, -0.691362)  0.052
C (-2.134329, 2.924077, 0.280554)  0.396
O (-1.009546, 2.906215, -0.016393)  -0.463
O (-2.491135, 2.618234, 1.531868)  -0.441
P (-4.173205, 1.823735, -0.750466)  0.489
O (-4.884946, 1.842571, -2.218466)  -0.355
Cl (-5.826593, 2.159472, 0.545060)  -0.293
H (-6.958783, 5.591098, -0.871892)  0.022
H (-5.865732, 5.871401, 0.535363)  0.294
H (-5.796636, 6.911895, -0.927073)  0.425
H (-5.766445, 5.153195, -2.785658)  0.245
H (-3.086080, 5.278435, -0.206766)  0.433
H (-4.253693, 4.435337, 0.770711)  0.446
H (-3.428474, 2.809765, 1.695456)  0.333
H (-5.484769, 1.075845, -2.186631)  0.235
Cl (-8.926810, 1.260335, -3.292682)  -0.159
C (-8.946737, -0.520342, -3.308052)  -0.519
C (-8.676760, -1.100902, -1.943297)  -0.439
Cl (-7.000390, -0.810435, -1.411630)  -0.177
H (-8.214200, -0.859504, -4.036717)  0.321
H (-9.935555, -0.826171, -3.646744)  0.332
H (-8.818568, -2.180239, -1.965580)  0.317
H (-9.342168, -0.681923, -1.192487)  0.317
Cl (3.056083, -1.879745, -0.388193)  -0.207
C (1.989521, -0.458844, -0.547399)  -0.076
C (0.892031, -0.447188, 0.482897)  -0.078
Cl (-0.298321, -1.748294, 0.215121)  -0.212
H (1.582397, -0.451800, -1.555790)  -0.008
H (2.617069, 0.423164, -0.423090)  0.233
H (0.348808, 0.496022, 0.424472)  -0.010
H (1.284659, -0.556004, 1.491316)  0.342
Cl (1.222808, -6.812766, 3.032949)  -0.218
C (2.473149, -5.584842, 2.694428)  -0.203
C (2.655253, -5.345144, 1.217774)  -0.234
Cl (3.374714, -6.753993, 0.388866)  -0.183
H (3.396300, -5.912259, 3.160694)  0.064
H (2.151827, -4.663304, 3.178657)  0.320
H (3.331499, -4.506590, 1.062884)  0.098
H (1.710649, -5.116734, 0.729880)  0.315
Cl (-8.408309, 6.359861, 2.247489)  -0.199
C (-9.791419, 7.175719, 1.465360)  -0.309
C (-10.332309, 6.385558, 0.302625)  -0.382
Cl (-9.198260, 6.335708, -1.075485)  -0.226
H (-9.470296, 8.166625, 1.160455)  0.310
H (-10.558613, 7.277702, 2.216851)  0.187
H (-11.246502, 6.851323, -0.061451)  0.207
H (-10.557173, 5.360229, 0.587404)  0.391
Cl (5.063293, -7.876059, 3.500159)  -0.185
C (4.252432, -9.180336, 4.404084)  -0.358
C (4.648719, -9.199698, 5.856551)  -0.008
Cl (6.353560, -9.685095, 6.084356)  -0.218
H (4.484676, -10.122848, 3.913724)  0.391
H (3.180139, -9.003811, 4.318755)  0.193
H (4.036919, -9.923812, 6.392637)  -0.042
H (4.513531, -8.224528, 6.320413)  0.234
Cl (1.325067, -7.180646, 6.557481)  -0.103
C (0.735820, -7.964480, 8.045466)  -0.493
C (1.738901, -8.929109, 8.625980)  -0.444
Cl (1.960082, -10.368284, 7.596209)  -0.207
H (-0.203473, -8.460863, 7.813369)  0.305
H (0.535843, -7.169903, 8.763007)  0.306
H (1.390372, -9.285444, 9.593984)  0.352
H (2.711247, -8.460531, 8.762284)  0.312
Cl (4.307750, 0.878855, -4.208260)  -0.204
C (3.242057, 2.295424, -4.374865)  -0.353
C (2.150387, 2.304449, -3.336054)  -0.461
Cl (0.972473, 0.993699, -3.597042)  -0.176
H (2.834859, 2.294031, -5.383703)  0.268
H (3.868232, 3.179358, -4.258768)  0.306
H (1.597476, 3.241122, -3.385966)  0.360
H (2.554159, 2.198777, -2.331613)  0.276
Cl (-11.509811, 9.744905, -0.755385)  -0.164
C (-12.868478, 10.123938, 0.334349)  -0.505
C (-12.398432, 10.659272, 1.662478)  -0.431
Cl (-11.560554, 9.414059, 2.627860)  -0.171
H (-13.463875, 9.222001, 0.457004)  0.320
H (-13.479345, 10.873016, -0.167037)  0.328
H (-13.253240, 10.994157, 2.248048)  0.319
H (-11.718315, 11.498125, 1.536794)  0.326
Cl (7.446733, 3.062041, -5.153560)  -0.206
C (7.835396, 1.322773, -5.200351)  -0.332
C (9.320847, 1.070092, -5.181538)  -0.232
Cl (10.116452, 1.599754, -6.689133)  -0.203
H (7.367755, 0.898404, -6.085603)  0.356
H (7.375422, 0.872688, -4.321894)  0.248
H (9.511624, 0.002626, -5.082372)  0.312
H (9.802229, 1.581393, -4.352233)  0.042
Cl (10.061241, -4.764467, 6.915169)  -0.195
C (9.425468, -6.364573, 6.450800)  -0.447
C (8.201010, -6.262821, 5.578417)  -0.297
Cl (6.793703, -5.624315, 6.464226)  -0.180
H (9.218634, -6.921453, 7.361538)  0.320
H (10.219309, -6.875469, 5.907931)  0.313
H (7.922075, -7.252566, 5.217478)  0.150
H (8.374985, -5.620088, 4.718683)  0.331
Cl (-1.000153, 1.260874, -9.551789)  -0.190
C (-1.254031, 0.088762, -8.233574)  -0.470
C (-0.351979, 0.351400, -7.054538)  -0.381
Cl (1.358884, 0.022094, -7.429095)  -0.176
H (-1.100754, -0.909388, -8.636901)  0.330
H (-2.294495, 0.179244, -7.924778)  0.318
H (-0.625829, -0.303030, -6.228343)  0.257
H (-0.428729, 1.381424, -6.715176)  0.310
Cl (10.596742, 1.157234, -1.938907)  -0.159
C (12.321421, 0.741477, -1.778995)  -0.412
C (12.979237, 0.536213, -3.120734)  -0.523
Cl (12.380302, -0.926217, -3.944347)  -0.176
H (12.397331, -0.146823, -1.156604)  0.320
H (12.800847, 1.568068, -1.256644)  0.294
H (14.052454, 0.408783, -2.987793)  0.352
H (12.812145, 1.384737, -3.780689)  0.327

Forces on atoms 1 to 3 (eV/Å):
0.939 -0.652 -0.360
-0.979 0.798 0.924
0.276 -0.361 -0.879

Results
- maximum force (eV Å⁻¹) = 3.0
- energy relative to the best compared isomer or geometry (same formula, charge and spin) (kcal/mol) = 0.0
- E_HOMO (eV) = -9.19
- charge = 0
- orbital gap (eV) = 9.57
- calculated total energy (Eh) = -13281.95631